# 1
A 2-piece molecular cluster, C10H16NO3 overall, computed with ωB97M-V/def2-TZVPD.

CARTESIAN COORDINATES (ANGSTROEM)
O 0.112 -3.894 -1.510
C -0.759 -3.068 -1.664
C -2.245 -3.332 -1.644
C -2.906 -1.948 -1.485
C -1.844 -0.970 -2.012
N -0.567 -1.696 -1.859
C 0.697 -1.083 -1.865
C 0.890 0.207 -2.092
H -2.535 -3.794 -2.593
H -2.506 -4.039 -0.850
H -3.862 -1.864 -2.015
H -3.115 -1.745 -0.428
H -1.987 -0.759 -3.077
H -1.825 -0.016 -1.477
H 1.532 -1.737 -1.677
H 1.870 0.639 -2.113
H 0.066 0.861 -2.286
C 2.024 2.806 3.289
O 2.122 3.278 1.964
C 1.008 2.882 1.183
C 0.608 1.477 1.420
O 0.931 0.746 2.525
C 2.002 1.281 3.292
H 2.867 3.220 3.855
H 1.106 3.220 3.720
H 0.188 3.568 1.423
H 1.276 3.041 0.133
H 0.001 0.958 0.694
H 2.925 0.892 2.848
H 1.924 0.869 4.305

Results
E = -18259.333 eV
E_LUMO (spin up / spin down) = 0.8 / 0.8 eV
Multiplicity = 2
Kohn-Sham gap (spin up / spin down) = 7.536 / 9.489 eV

# 2
A 2-piece molecular cluster, C10H16O overall, computed with ωB97M-V/def2-TZVPD.

CARTESIAN COORDINATES (ANGSTROEM)
C 2.138 -2.168 -1.331
C 1.225 1.555 -1.016
C 1.886 0.298 -0.820
C 0.052 1.583 -1.721
C 1.320 -0.897 -1.351
C -0.610 0.399 -2.090
C 0.071 -0.861 -1.923
O -0.644 2.756 -1.983
H 1.658 2.389 -0.488
H 2.682 0.152 -0.093
H -0.057 3.508 -1.956
H -1.684 0.389 -2.161
H 3.157 -1.916 -1.589
H 1.706 -2.871 -2.046
H -0.336 -1.768 -2.358
H 2.166 -2.671 -0.356
C -0.788 -0.053 2.014
C -1.444 -0.470 3.337
C -1.712 0.512 0.955
H 0.041 0.629 2.166
H -0.177 -0.872 1.697
H -1.854 -1.482 3.284
H -2.228 0.220 3.643
H -2.052 -0.166 0.179
H -2.598 0.962 1.414
H -0.637 -0.530 4.075
H -1.281 1.371 0.519

Results
E = -12675.233 eV
E_LUMO (spin up / spin down) = 3.7 / 3.7 eV
Multiplicity = 2
Kohn-Sham gap (spin up / spin down) = 3.111 / 6.779 eV
Net charge = -1

# 3
A 2-piece molecular cluster, C10H16O overall, computed with ωB97M-V/def2-TZVPD.

CARTESIAN COORDINATES (ANGSTROEM)
C -1.749 0.158 -2.619
C -0.392 0.039 -1.923
C -0.323 -0.954 -0.789
C -0.795 -0.639 0.492
C -0.857 -1.730 1.408
C 0.035 -2.772 1.273
O 0.216 -3.675 2.293
C 0.723 -2.943 0.090
C 0.505 -2.074 -0.956
H -2.587 -0.265 -2.075
H -1.944 -0.184 -3.669
H -1.977 1.205 -2.870
H 0.315 -0.323 -2.681
H -0.170 1.012 -1.483
H -0.915 0.361 0.890
H -1.469 -1.784 2.326
H -0.223 -3.391 3.097
H 1.593 -3.613 -0.034
H 0.977 -2.378 -1.899
C 0.660 3.348 0.647
C 1.666 2.622 1.602
H 0.165 4.134 1.211
H 1.117 3.919 -0.119
H -0.115 2.710 0.194
H 2.694 2.942 1.359
H 1.680 1.544 1.644
H 1.168 2.731 2.593

Results
E = -12675.160 eV
E_LUMO = 0.8 eV
Kohn-Sham gap = 9.207 eV

# 4
A 2-piece molecular cluster, C10H16O overall, computed with ωB97M-V/def2-TZVPD.

CARTESIAN COORDINATES (ANGSTROEM)
C -2.281 -0.537 2.199
C -0.938 0.102 1.977
C -0.841 1.492 1.894
C 0.226 2.150 1.284
C 1.240 1.429 0.696
O 2.398 1.887 0.151
C 1.091 0.030 0.635
C 0.076 -0.603 1.303
H -2.629 -1.217 1.423
H -3.080 0.171 2.375
H -2.242 -1.146 3.119
H -1.617 2.077 2.366
H 0.121 3.221 1.183
H 2.354 2.689 -0.375
H 1.790 -0.435 -0.050
H -0.073 -1.668 1.174
C -1.492 -1.959 -2.857
C -0.192 -1.536 -2.209
C 1.023 -1.399 -3.162
H -2.241 -1.159 -2.838
H -1.348 -2.359 -3.857
H -1.989 -2.725 -2.259
H 0.196 -2.280 -1.506
H -0.160 -0.637 -1.599
H 0.817 -0.786 -4.041
H 1.335 -2.389 -3.498
H 1.831 -0.928 -2.613

Results
E = -12676.205 eV
E_LUMO = 0.8 eV
Kohn-Sham gap = 9.241 eV

# 5
A 2-piece molecular cluster, C10H16O overall, computed with ωB97M-V/def2-TZVPD.

CARTESIAN COORDINATES (ANGSTROEM)
C 2.439 -2.249 -0.532
C 1.569 -1.135 -0.968
C 2.072 0.039 -1.477
C 1.236 1.059 -1.982
C -0.116 0.873 -1.925
O -1.083 1.569 -2.602
C -0.611 -0.317 -1.378
C 0.152 -1.268 -0.742
H 3.415 -1.957 -0.134
H 2.644 -2.857 -1.425
H 2.053 -2.888 0.263
H 3.133 0.077 -1.700
H 1.681 1.881 -2.524
H -0.819 2.363 -3.038
H -1.644 -0.623 -1.521
H -0.255 -2.219 -0.440
C -2.177 1.423 1.311
C -0.874 0.815 1.850
C -1.169 -0.232 2.944
H -2.953 1.930 1.898
H -2.777 0.714 0.737
H -1.945 2.174 0.542
H -0.457 0.547 0.885
H -0.074 1.457 2.214
H -1.537 0.392 3.758
H -1.726 -1.101 2.625
H -0.176 -0.468 3.358

Results
E = -12675.750 eV
E_LUMO = 0.8 eV
Kohn-Sham gap = 9.207 eV

# 6
A 2-piece molecular cluster, C10H16O overall, computed with ωB97M-V/def2-TZVPD.

CARTESIAN COORDINATES (ANGSTROEM)
C -0.827 1.783 -1.432
C -0.895 1.583 0.070
C -1.649 0.517 0.547
C -2.004 0.456 1.896
C -1.573 1.441 2.761
O -2.006 1.423 4.090
C -0.733 2.441 2.319
C -0.384 2.503 0.964
H 0.212 1.998 -1.720
H -1.366 2.672 -1.743
H -1.092 0.872 -1.954
H -1.960 -0.323 -0.055
H -2.708 -0.281 2.254
H -1.244 1.179 4.625
H -0.471 3.297 2.929
H 0.326 3.279 0.719
C 2.769 -1.673 -1.090
C 1.888 -2.870 -1.588
C 0.450 -2.437 -1.805
H 2.114 -0.954 -0.584
H 3.218 -1.098 -1.898
H 3.473 -2.052 -0.367
H 2.325 -3.213 -2.525
H 2.011 -3.645 -0.855
H -0.149 -2.457 -0.891
H 0.334 -1.392 -2.115
H -0.061 -3.049 -2.552

Results
E = -12676.447 eV
E_LUMO = 0.9 eV
Kohn-Sham gap = 9.690 eV

# 7
A 2-piece molecular cluster, C10H16O overall, computed with ωB97M-V/def2-TZVPD.

CARTESIAN COORDINATES (ANGSTROEM)
C -0.957 -1.608 -2.233
C -0.136 -0.544 -1.577
C 0.842 -0.809 -0.619
C 1.589 0.199 -0.031
C 1.450 1.493 -0.517
O 2.351 2.463 -0.158
C 0.426 1.832 -1.387
C -0.334 0.793 -1.912
H -0.874 -1.600 -3.319
H -2.025 -1.575 -1.997
H -0.661 -2.615 -1.909
H 1.125 -1.846 -0.499
H 2.265 0.050 0.806
H 2.823 2.181 0.634
H 0.329 2.844 -1.739
H -1.061 0.997 -2.687
C -1.408 -1.984 1.488
C -1.789 -1.249 2.743
C -1.275 0.216 2.863
H -1.630 -3.048 1.641
H -0.356 -1.965 1.237
H -1.996 -1.622 0.642
H -2.865 -1.311 2.969
H -1.505 -1.763 3.668
H -0.594 0.384 2.024
H -2.127 0.877 2.706
H -0.841 0.459 3.831

Results
E = -12676.502 eV
E_LUMO = 0.9 eV
Kohn-Sham gap = 9.278 eV

# 8
A 2-piece molecular cluster, C10H16O overall, computed with ωB97M-V/def2-TZVPD.

CARTESIAN COORDINATES (ANGSTROEM)
C 3.122 -0.443 -0.420
C 1.992 -0.667 -1.349
C 0.817 -1.216 -0.638
C 1.051 -2.239 0.262
C -0.082 -2.814 0.870
C -1.352 -2.346 0.751
C -1.530 -1.256 -0.045
C -0.477 -0.674 -0.673
H 2.695 0.225 0.427
H 3.918 0.119 -0.883
H 3.491 -1.416 0.022
H 1.714 0.211 -1.858
H 2.591 -1.440 -2.030
H 2.032 -2.588 0.386
H -0.081 -3.551 1.624
H -2.044 -2.848 1.429
H -2.507 -0.733 -0.120
H -0.486 0.331 -1.128
C -2.074 2.217 0.931
C -1.591 2.871 -0.407
O -0.331 3.416 0.091
H -3.198 2.137 0.860
H -1.704 2.489 1.995
H -1.987 1.081 0.967
H -1.470 1.854 -1.111
H -2.207 3.565 -0.861
H -0.300 3.714 0.908

Results
E = -12673.659 eV
E_LUMO = 1.0 eV
Kohn-Sham gap = 10.005 eV

Molar mass: 198.2, 152.2, 152.2, 152.2, 152.2, 152.2, 152.2, 152.2 (Da)